This record from the OMol25 dataset describes a molecular structure, C32H42OPPdTe4 at a distorted geometry. The level of theory is ωB97M-V with the def2-TZVPD basis set.

Output
Kohn-Sham gap = 5.41 eV
charge = -1
LUMO energy = 1.8642 eV

XYZ file:
```
81
C32H42OPPdTe4 (ωB97M-V with the def2-TZVPD basis set)
C 4.81504 0.87905 -0.40161
H -3.30673 -3.69959 -2.52241
H -0.82376 -4.33062 -0.88777
H 3.81827 5.55305 -1.36553
H -1.62349 -2.94756 1.38364
C 1.84687 2.42042 -2.40635
Te -2.07601 3.96067 -3.48785
C -5.25259 -1.45652 0.98083
H 0.10815 2.59432 1.75601
C -2.90838 -0.59780 -1.19074
H -2.78154 1.20895 -2.36643
H 4.32797 -1.83618 0.19238
C 2.11386 3.40493 -3.34291
H -7.20938 -2.29841 0.81561
H 3.00854 5.32425 -3.69613
H 2.60410 -1.26097 -1.88980
C 1.53059 0.52058 2.66840
C -2.86596 -0.52408 -3.60603
C 0.22761 -4.00081 0.97426
C -4.20380 -1.65498 3.12289
Te -2.85907 2.30779 0.49566
C -4.14286 -1.21644 1.79765
C 2.84079 4.53051 -2.97918
H 0.93511 -4.41373 -1.06998
C 2.34119 2.50564 -1.10380
C 3.62143 -1.09830 0.58712
H -0.54398 -2.08919 -1.58119
H -7.26952 -3.09720 3.16268
C 3.06952 3.64069 -0.75722
H -3.21055 -2.54975 -0.35052
H 4.86360 1.53235 -1.27257
H 1.70000 3.32091 -4.33898
C 3.37314 -0.49835 -1.80905
C -3.16398 -2.62573 -2.48859
Pd -0.71196 1.14666 -0.30358
C 3.30102 4.65440 -1.67831
C -2.63649 0.04569 0.13265
H 3.43252 3.76883 0.24982
Te -0.88198 6.14471 0.02859
C 0.12345 -3.90613 -0.54896
H 1.14736 3.15982 3.05231
H 1.20452 1.59155 -2.67925
H -5.32893 -2.65852 4.64412
C -2.94265 -0.46973 1.35661
H 4.16949 1.25542 2.41146
H 1.29801 0.89881 3.66854
H 5.65049 0.17216 -0.46526
C 3.45280 2.07645 2.40756
C -5.31224 -2.33050 3.61179
H 3.17029 0.27438 -2.54830
H 3.29012 2.36929 3.44972
C -6.36160 -2.13007 1.46864
H -3.36250 -1.45413 3.77713
C 1.13472 2.86749 1.99725
H -2.27867 -0.19231 2.16946
C -6.39840 -2.57713 2.78432
C -0.54139 -2.75851 1.39594
C 3.50740 0.07559 -0.39322
C -2.81876 0.12588 -2.37671
H 4.96686 1.49222 0.48118
H 1.14126 -2.04447 -1.06220
H -5.25438 -1.09611 -0.03805
H 4.32664 -0.96785 -2.07381
P 1.94381 1.10364 0.03229
C 2.09412 1.67840 1.82130
H -0.20457 -4.91534 1.38156
C -3.02216 -1.89961 -3.66883
H 3.90244 2.92862 1.90506
H -3.05776 -2.40442 -4.62678
C -3.10877 -1.98020 -1.26487
H 1.26890 -3.93133 1.29751
Te -0.99113 3.65922 -1.03480
H 2.65699 -1.59447 0.72806
H 1.40923 3.74023 1.40476
H -0.27197 -2.38049 2.38366
H 0.61090 0.12975 2.22612
C 0.14955 -2.39427 -0.79598
H 3.98883 -0.78293 1.56420
H -2.78725 0.07153 -4.50723
O -0.20663 -1.76433 0.43810
H 2.23431 -0.30576 2.77396
```